{
  "formula": "C28H84O14",
  "method": "ωB97M-V with the def2-TZVPD basis set",
  "gap_ev": 9.63,
  "energy_ev": -59060.977,
  "largest_force_ha_per_bohr": 0.034,
  "e_lumo_ev": 0.21,
  "total_charge": 0,
  "de_lowest_kcal_mol": 18.4,
  "elements": ["C", "C", "O", "H", "H", "H", "H", "H", "H", "C", "C", "O", "H", "H", "H", "H", "H", "H", "C", "C", "O", "H", "H", "H", "H", "H", "H", "C", "C", "O", "H", "H", "H", "H", "H", "H", "C", "C", "O", "H", "H", "H", "H", "H", "H", "C", "C", "O", "H", "H", "H", "H", "H", "H", "C", "C", "O", "H", "H", "H", "H", "H", "H", "C", "C", "O", "H", "H", "H", "H", "H", "H", "C", "C", "O", "H", "H", "H", "H", "H", "H", "C", "C", "O", "H", "H", "H", "H", "H", "H", "C", "C", "O", "H", "H", "H", "H", "H", "H", "C", "C", "O", "H", "H", "H", "H", "H", "H", "C", "C", "O", "H", "H", "H", "H", "H", "H", "C", "C", "O", "H", "H", "H", "H", "H", "H"],
  "xyz": [[3.88639, -4.01629, -3.61420], [3.60510, -2.78867, -4.48796], [2.51090, -2.03111, -4.02618], [4.41854, -3.67401, -2.72360], [4.46708, -4.75740, -4.16727], [2.96570, -4.48041, -3.26209], [3.40721, -3.05072, -5.52780], [4.52823, -2.18946, -4.51203], [2.75353, -1.50082, -3.25262], [1.23370, 0.68512, 6.16167], [1.60962, -0.25236, 5.02319], [1.74375, 0.45553, 3.76566], [1.36653, 0.17212, 7.11309], [0.17833, 0.95669, 6.07455], [1.81558, 1.60515, 6.16289], [0.88508, -1.07312, 4.92219], [2.56241, -0.75432, 5.27083], [2.02788, -0.20542, 3.10566], [2.12281, 5.77364, 1.52671], [1.71487, 4.32880, 1.51851], [2.57735, 3.68118, 0.57058], [2.44276, 6.07636, 0.52874], [3.02011, 5.92930, 2.14005], [1.40132, 6.48436, 1.93221], [0.65774, 4.15635, 1.26892], [1.83553, 3.79831, 2.47164], [2.27531, 2.76239, 0.63348], [-0.63911, -0.63230, 0.28249], [0.54893, -0.51976, -0.64409], [1.60379, 0.26825, -0.09626], [-1.28103, -1.43948, -0.06137], [-1.22207, 0.29598, 0.24751], [-0.32511, -0.72058, 1.32445], [0.23231, -0.00301, -1.55615], [0.89685, -1.49823, -0.99952], [1.97338, -0.23721, 0.65037], [5.00455, -1.05577, 1.59774], [3.99257, -1.93596, 2.29475], [2.67950, -1.59161, 1.87638], [4.99487, -1.27333, 0.53257], [5.98525, -1.15240, 2.05562], [4.70654, -0.00981, 1.73634], [4.07901, -1.88749, 3.39251], [4.23367, -2.99324, 2.10765], [2.09395, -2.37581, 1.86960], [-3.17855, -1.52608, 2.09406], [-3.96941, -2.63878, 2.75874], [-3.57758, -3.87246, 2.09726], [-2.14705, -1.64387, 2.43610], [-3.45865, -0.51612, 2.40561], [-3.12653, -1.48707, 1.00908], [-5.03322, -2.43355, 2.60582], [-3.70200, -2.68152, 3.81419], [-4.27001, -4.52553, 2.25380], [-4.60760, 1.75663, 0.46478], [-4.75071, 2.99058, -0.41916], [-3.87261, 2.94612, -1.57175], [-5.36438, 1.85474, 1.25188], [-3.62771, 1.79676, 0.95151], [-4.69108, 0.78110, -0.00808], [-4.40313, 3.85647, 0.14080], [-5.79292, 3.05616, -0.75302], [-4.01738, 2.09080, -2.02296], [-0.35634, 3.66386, -1.53980], [-1.12704, 4.84615, -1.01794], [-2.22730, 5.20477, -1.85551], [-0.04041, 3.70343, -2.58710], [-0.86435, 2.69494, -1.46189], [0.58309, 3.52156, -0.98536], [-0.54286, 5.74914, -0.84822], [-1.56433, 4.58974, -0.03514], [-2.90040, 4.49561, -1.77358], [0.05278, 0.98274, -4.57335], [-0.79522, 2.03596, -5.27916], [-2.11509, 2.03869, -4.80667], [0.00413, 1.20489, -3.50275], [1.09094, 1.08448, -4.88666], [-0.33420, -0.01896, -4.72803], [-0.84751, 1.78755, -6.34203], [-0.35696, 3.03297, -5.20603], [-2.14275, 2.61193, -4.02863], [-0.78620, 3.38804, 4.06031], [-1.36690, 2.26026, 3.22363], [-1.11894, 0.96436, 3.79879], [-1.15823, 4.31137, 3.60603], [0.29404, 3.32817, 4.04570], [-1.22023, 3.30053, 5.05561], [-0.88823, 2.28238, 2.22774], [-2.44528, 2.29307, 3.07969], [-0.17536, 0.73630, 3.77892], [-3.40005, -0.94934, -2.93746], [-4.71145, -0.35916, -3.49887], [-5.11584, 0.75005, -2.72054], [-2.54132, -0.51030, -3.45217], [-3.40952, -2.03783, -3.00245], [-3.18942, -0.72203, -1.88557], [-5.45529, -1.16027, -3.47015], [-4.50974, -0.13372, -4.54689], [-6.03414, 0.66776, -2.45745], [-1.08217, -3.92973, -2.26055], [-2.15526, -4.45222, -1.30531], [-1.61417, -4.38583, 0.00194], [-0.11473, -4.26833, -1.89076], [-1.05428, -2.83623, -2.25269], [-1.23558, -4.26507, -3.28601], [-2.39261, -5.50037, -1.54296], [-3.12396, -3.94703, -1.39316], [-2.33832, -4.32217, 0.65736], [5.58219, 0.71869, -3.01191], [4.54360, 0.89931, -1.93335], [3.36078, 0.20904, -2.32508], [5.74255, -0.34901, -3.17290], [6.53975, 1.16911, -2.75328], [5.21636, 1.16912, -3.93518], [4.33760, 1.95466, -1.70751], [4.90398, 0.52452, -0.96126], [2.80771, 0.07328, -1.53049], [-0.05988, -3.84945, 3.45105], [0.96285, -4.49491, 2.54075], [0.98951, -3.86817, 1.24281], [-1.02332, -3.85775, 2.94490], [0.21138, -2.80609, 3.62615], [-0.14201, -4.35563, 4.41411], [0.76447, -5.57360, 2.46865], [1.98876, -4.43340, 2.91972], [0.12002, -3.99563, 0.81181]],
  "lowdin_charge": [-0.08, -0.33, -0.09, 0.06, 0.07, 0.06, 0.11, 0.10, 0.04, -0.08, -0.30, -0.11, 0.08, 0.06, 0.08, 0.10, 0.11, 0.05, -0.08, -0.32, -0.10, 0.08, 0.08, 0.07, 0.09, 0.10, 0.06, -0.07, -0.29, -0.09, 0.05, 0.08, 0.07, 0.10, 0.12, 0.06, -0.07, -0.30, -0.11, 0.07, 0.08, 0.08, 0.11, 0.12, 0.06, -0.09, -0.26, -0.11, 0.06, 0.08, 0.06, 0.11, 0.11, 0.09, -0.09, -0.26, -0.13, 0.08, 0.06, 0.06, 0.11, 0.11, 0.06, -0.08, -0.31, -0.10, 0.07, 0.06, 0.06, 0.11, 0.10, 0.04, -0.08, -0.33, -0.08, 0.05, 0.08, 0.07, 0.11, 0.11, 0.07, -0.08, -0.30, -0.11, 0.08, 0.06, 0.08, 0.10, 0.10, 0.03, -0.06, -0.27, -0.09, 0.06, 0.06, 0.06, 0.11, 0.11, 0.10, -0.07, -0.30, -0.11, 0.08, 0.05, 0.08, 0.11, 0.10, 0.06, -0.08, -0.31, -0.10, 0.07, 0.07, 0.08, 0.11, 0.09, 0.05, -0.06, -0.29, -0.11, 0.06, 0.06, 0.08, 0.12, 0.11, 0.06]
}